[1]
18
Properties=species:S:1:pos:R:3:forces:R:3:mulliken_charge:R:1 method="wB97M-V/def2-TZVPD" lumo_ev=0.998 e_above_lowest_kcal_mol=120.0 max_force_ev_per_a=4.89 spin_multiplicity=1 molar_mass_g_mol=101.149
O -0.075 -2.342 1.411 -0.4 -0.5 -1.5 -0.7267
N 0.794 0.549 1.062 0.5 0.1 0.4 -0.4031
C -0.638 -1.108 0.003 1.2 -2.4 1.9 0.4274
C 0.049 1.986 -0.883 0.0 -0.1 -0.2 -1.1082
C -0.231 1.363 0.447 -0.3 -1.1 1.3 -0.1621
C 0.237 -1.273 -1.193 0.0 -0.1 0.1 -1.4353
C -0.323 -0.316 1.130 -1.2 4.3 -2.0 -0.3390
H 0.871 -2.461 1.246 -0.1 -0.1 -0.2 0.2637
H -0.163 -0.724 -2.048 -0.1 0.0 0.1 0.3487
H -1.000 -0.316 1.978 0.2 0.0 -0.1 0.4613
H 1.252 -0.941 -0.990 0.0 0.0 0.0 0.4065
H 0.248 -2.328 -1.472 0.0 0.0 0.0 0.3736
H -0.871 1.943 1.110 0.3 0.1 0.1 0.4300
H -0.878 2.299 -1.367 0.1 0.0 -0.1 0.2795
H -1.678 -1.401 -0.097 0.1 -0.1 0.1 0.3204
H 0.603 1.328 -1.549 -0.1 0.0 0.0 0.2755
H 1.127 0.864 1.967 0.0 -0.1 -0.1 0.2564
H 0.678 2.877 -0.756 -0.1 0.0 0.1 0.3313

=====

[2]
55
Properties=species:S:1:pos:R:3:forces:R:3:mulliken_charge:R:1 method="wB97M-V/def2-TZVPD" lumo_ev=0.091 e_above_lowest_kcal_mol=38.1 max_force_ev_per_a=0.65 smiles="CCCOc1ccc(C(=O)CCN[C@@H](Cc2c[nH]c3ccccc23)C(=O)O)cc1" spin_multiplicity=1 molar_mass_g_mol=394.471
O -1.704 -6.031 -0.491 0.1 -0.5 -0.1 -0.6073
O -3.815 -5.389 -0.173 -0.2 -0.1 0.0 -0.5937
O 2.634 3.473 0.866 -0.2 -0.2 0.1 -0.4169
O 1.350 -2.106 -1.820 0.1 0.0 -0.1 -0.6750
N -1.001 0.482 -1.277 0.1 0.2 -0.3 0.3264
N -0.634 -3.757 -0.201 0.1 0.2 -0.3 -0.3665
C -2.078 -3.718 0.004 -0.2 -0.3 -0.1 0.6101
C 1.885 -0.460 -0.232 0.2 0.6 -0.2 0.5494
C 2.993 4.539 0.004 0.0 0.6 -0.2 -0.5622
C -1.830 1.572 2.147 0.1 0.1 -0.1 -0.7494
C 2.243 0.466 -1.212 0.0 -0.3 0.2 -1.4229
C -2.645 -5.134 -0.229 0.3 0.5 0.2 -0.0753
C -2.800 -0.576 1.603 0.0 0.0 0.0 -0.1354
C -2.597 0.455 2.491 -0.1 -0.1 0.2 -0.8285
C 1.605 -1.841 -0.660 0.1 -0.4 0.2 0.7468
C -2.804 -2.714 -0.912 0.2 0.0 0.2 -1.2863
C 1.596 -2.931 0.393 -0.3 -0.1 -0.1 -1.2593
C 2.400 2.224 0.414 -0.1 -0.5 0.2 0.9152
C -1.252 1.687 0.902 0.0 0.1 0.0 -0.4245
C 1.783 -0.015 1.089 0.1 -0.1 -0.3 -0.0411
C -1.438 -0.726 -1.748 -0.3 -0.2 0.0 -1.2852
C 2.028 1.301 1.400 0.2 0.3 -0.1 -1.2734
C 2.507 1.784 -0.906 0.1 0.4 0.0 -0.0211
C -2.215 -0.495 0.339 0.2 0.4 -0.1 0.5503
C 0.879 4.686 -1.433 0.0 0.2 0.2 -0.7631
C 0.152 -3.150 0.862 0.1 0.0 0.3 -0.0950
C 1.783 5.378 -0.419 0.2 -0.4 0.0 -0.4376
C -2.193 -1.357 -0.802 0.0 -0.1 -0.3 1.0472
C -1.447 0.647 0.002 -0.3 -0.2 0.4 -0.6057
H -0.396 -3.316 -1.088 0.0 0.0 0.1 0.2130
H -2.289 -3.463 1.048 0.0 0.0 -0.1 0.3892
H 3.663 5.162 0.605 0.0 -0.1 -0.1 0.3115
H 0.035 5.327 -1.676 -0.1 0.0 -0.1 0.3904
H 2.232 -2.675 1.238 0.0 0.0 0.0 0.4684
H 2.319 0.123 -2.234 0.0 0.0 -0.1 0.4592
H -0.402 1.115 -1.777 0.0 -0.1 0.1 0.2941
H -0.844 -5.536 -0.477 -0.3 0.1 0.1 0.5205
H 1.484 -0.687 1.877 0.0 -0.1 0.1 0.3207
H -3.406 -1.428 1.874 -0.1 -0.1 0.1 0.4876
H 0.148 -3.836 1.718 0.0 0.2 0.0 0.4668
H -1.694 2.361 2.871 0.0 0.1 0.1 0.4698
H 1.421 4.474 -2.353 0.0 -0.1 -0.1 0.2996
H -1.178 -1.054 -2.736 0.1 -0.1 -0.2 0.3124
H 3.548 4.182 -0.868 0.0 0.0 0.1 0.3384
H -3.858 -2.697 -0.631 0.0 -0.1 -0.1 0.3952
H 0.491 3.753 -1.032 -0.1 -0.1 0.0 0.0087
H 2.156 6.313 -0.841 0.0 0.1 0.1 0.3841
H -0.275 -2.190 1.191 0.0 -0.1 0.0 0.0350
H 1.956 -3.855 -0.064 0.1 0.1 0.0 0.4029
H 2.790 2.457 -1.700 0.0 0.1 0.0 0.3156
H -2.731 -3.061 -1.946 -0.1 0.0 0.0 0.4940
H 1.937 1.656 2.414 0.0 0.0 0.1 0.4106
H -0.667 2.554 0.635 0.1 0.1 0.0 0.3177
H -3.039 0.409 3.476 0.0 0.0 0.1 0.4008
H 1.208 5.617 0.478 0.1 0.1 0.0 0.2736

=====

[3]
13
Properties=species:S:1:pos:R:3:forces:R:3:mulliken_charge:R:1 method="wB97M-V/def2-TZVPD" lumo_ev=1.059 e_above_lowest_kcal_mol=25.8 max_force_ev_per_a=1.15 smiles="[H]/N=C/NC.O" spin_multiplicity=1 molar_mass_g_mol=76.099
O 2.247 0.652 1.146 0.1 -0.3 0.6 -0.6881
N -0.369 0.099 -0.844 0.3 0.2 -0.1 -0.2454
N 0.061 -1.153 0.999 0.9 -0.5 0.3 -0.5619
C -1.322 0.863 -1.636 -0.1 -1.1 0.4 -0.8851
C -0.770 -0.767 0.123 0.1 0.6 -0.1 0.0223
H 1.820 -0.223 1.276 -0.2 0.4 -0.4 0.3785
H 2.404 0.943 2.056 0.0 0.1 -0.4 0.3029
H 0.560 0.471 -0.681 -0.2 0.1 -0.1 0.2562
H -0.846 1.404 -2.429 0.5 0.3 -0.2 0.3322
H -1.995 0.145 -2.116 -0.2 0.2 0.1 0.2860
H -1.833 -0.993 0.062 -0.1 -0.4 0.1 0.2917
H -1.884 1.544 -1.016 -0.3 0.4 0.1 0.3210
H -0.173 -1.889 1.650 -0.8 0.1 -0.2 0.1897

=====

[4]
22
Properties=species:S:1:pos:R:3:forces:R:3:mulliken_charge:R:1 method="wB97M-V/def2-TZVPD" lumo_ev=0.921 e_above_lowest_kcal_mol=71.3 max_force_ev_per_a=4.40 smiles="C=CN(C)N.NCN" spin_multiplicity=1 molar_mass_g_mol=118.184
N 0.458 1.853 -1.047 0.1 0.0 -0.3 -0.6584
N 0.463 2.286 1.315 -0.1 -0.3 0.0 -0.6849
N -0.613 -1.036 -0.111 0.5 -1.5 -0.2 0.3419
N -0.513 -1.021 -1.561 0.3 0.0 0.3 -0.8806
C 1.854 -0.960 -0.048 -0.5 0.2 0.2 -0.9306
C -1.511 -2.110 0.314 0.3 0.1 -0.1 -1.0598
C -0.326 1.807 0.177 -1.5 -2.1 -0.3 -0.2150
C 0.655 -1.046 0.530 -0.4 -0.2 -0.5 -0.3134
H -1.470 -0.996 -1.907 0.1 0.1 0.1 0.2717
H -0.821 0.598 0.197 1.4 4.2 0.5 0.3906
H -1.185 -3.081 -0.069 0.0 0.0 0.0 0.3269
H 1.285 1.277 -0.911 0.0 0.2 -0.1 0.0787
H -0.130 2.493 2.111 0.1 -0.1 0.0 0.2418
H 0.543 -1.014 1.606 0.0 -0.1 0.1 0.4032
H 1.978 -0.948 -1.116 0.0 -0.1 -0.2 0.4406
H -1.527 -2.153 1.401 -0.1 0.1 0.0 0.3302
H 0.780 2.802 -1.233 0.0 -0.2 0.1 0.2934
H 2.734 -0.811 0.554 0.1 -0.2 0.2 0.2623
H -2.514 -1.912 -0.068 0.0 0.1 0.1 0.3371
H 1.137 1.575 1.589 -0.1 0.1 0.1 0.2180
H -0.111 -0.100 -1.776 -0.3 -0.1 -0.1 0.3502
H -1.168 2.498 0.054 0.1 -0.1 0.1 0.4562

=====

[5]
37
Properties=species:S:1:pos:R:3:forces:R:3:mulliken_charge:R:1 method="wB97M-V/def2-TZVPD" lumo_ev=0.663 charge=-1 max_force_ev_per_a=6.04 spin_multiplicity=1 molar_mass_g_mol=375.160
S 1.229 -4.346 -1.414 -0.9 2.2 -0.6 1.0204
S 2.481 -6.641 -1.562 1.1 -2.4 -0.4 1.1034
F 2.196 -3.925 -2.620 0.2 -0.2 -0.1 -0.3102
F 3.335 -7.477 -0.497 -0.2 0.5 0.4 -0.2844
O 1.111 -3.098 -0.690 0.9 -5.5 -2.4 -0.4403
O 1.310 0.967 0.867 -0.5 1.4 -0.5 -0.1308
O 3.470 -6.371 -2.562 -0.3 0.6 0.1 -0.5926
O 1.462 -7.586 -1.907 -0.3 0.6 0.1 -0.5986
O 1.000 -1.631 0.592 -1.0 3.8 1.8 -0.4632
O 1.559 3.190 0.032 -0.3 0.0 1.5 -0.3454
O 0.042 -4.776 -2.097 0.3 -0.6 0.2 -0.6258
N -4.293 1.297 1.727 2.8 2.1 -1.5 -0.5526
N 2.057 -5.434 -0.636 -0.1 0.2 -0.5 -0.3329
C -2.045 2.948 0.506 -1.9 -1.3 1.0 0.3943
C 0.445 -0.852 -0.478 -0.8 1.7 1.3 -0.3283
C -3.032 1.428 2.225 0.8 -0.7 1.4 -0.2446
C -3.390 2.853 -0.052 1.2 -0.4 1.2 -0.4814
C 1.935 2.230 1.007 1.3 -0.6 0.2 -0.4332
C 1.084 0.605 -0.500 -0.1 -1.8 -0.3 -0.0573
C 0.538 4.091 0.495 -0.7 1.4 -0.2 -0.4243
C -4.370 2.036 0.588 -1.4 0.3 -1.1 -0.1650
C -1.911 2.154 1.722 -0.8 0.8 -1.3 -0.1610
B -0.897 3.797 -0.178 0.0 -0.8 0.4 0.2957
H -5.368 1.985 0.081 0.9 0.1 0.5 0.3018
H -2.862 0.871 3.182 -0.1 0.5 -0.9 0.3189
H 2.059 0.607 -1.049 -0.7 0.1 0.3 0.3728
H -0.939 2.116 2.256 -0.9 -0.1 -0.4 0.1498
H -1.102 4.205 -1.277 -0.1 0.1 -0.1 -0.0887
H 0.848 5.123 0.158 -0.2 -0.9 0.4 0.2129
H 3.055 2.111 0.913 -1.0 0.0 -0.3 0.2403
H 0.434 4.151 1.608 0.5 -0.3 -0.7 0.3065
H -3.649 3.415 -0.973 0.1 -0.6 0.7 0.2845
H 0.495 -1.352 -1.466 0.3 0.4 0.7 0.2302
H -0.650 -0.686 -0.262 0.8 -0.2 -0.3 0.1762
H 0.328 1.249 -1.021 0.8 -0.2 0.4 0.0482
H 1.755 2.559 2.063 -0.2 -0.1 -0.9 0.3252
H 0.281 -1.811 1.218 0.5 0.2 -0.4 0.2796

=====

[6]
51
Properties=species:S:1:pos:R:3:forces:R:3:mulliken_charge:R:1 method="wB97M-V/def2-TZVPD" lumo_ev=0.088 max_force_ev_per_a=1.15 smiles="CO[C@@H](O)[C@@H](CON=O)N(C(F)(F)C(F)F)P(O)(O)=S.O=C1OC[C@@H](F)O1.O=C1OC[C@@H](F)O1" spin_multiplicity=1 molar_mass_g_mol=558.299
S -0.290 -0.376 -0.698 0.3 0.2 0.0 -0.2151
P -1.081 0.920 0.470 -0.5 -0.7 0.3 0.3675
F -0.259 1.642 4.832 0.1 0.0 0.0 -0.3093
F 2.329 -4.314 -4.395 0.1 0.0 0.0 -0.2959
F -0.090 3.438 3.138 -0.2 -0.1 -0.1 -0.3115
F -1.995 2.975 2.217 0.2 -0.1 0.0 -0.3216
F -2.397 1.814 4.402 0.0 0.1 0.1 -0.3154
F -5.354 -4.060 -2.167 0.0 0.0 0.1 -0.2849
O 2.172 -3.309 -2.378 -0.2 0.1 0.0 -0.2995
O 1.763 -0.221 1.843 0.0 0.1 0.0 -0.2710
O -3.186 -1.547 -1.279 0.0 0.1 0.0 -0.0967
O -2.220 0.317 1.436 0.3 0.4 -0.2 -0.4472
O 3.688 -1.702 -2.611 0.0 0.0 0.0 -0.3050
O -4.545 -0.199 -0.120 -0.1 0.1 0.1 -0.5910
O -5.353 -2.008 -1.218 0.0 0.3 -0.1 -0.3415
O 0.341 6.165 0.303 0.1 -0.1 -0.1 -0.3282
O 2.774 -2.075 -0.589 0.1 -0.1 -0.1 -0.5922
O -1.793 2.110 -0.340 -0.2 -0.2 0.1 -0.4462
O 2.776 0.744 0.017 0.0 0.1 0.1 -0.4672
O 0.393 4.058 0.129 0.1 0.0 0.0 -0.0960
N 1.079 5.270 0.163 -0.2 0.1 0.1 0.0272
N -0.142 1.659 1.651 -0.1 1.1 -0.4 0.6441
C -0.855 2.419 2.684 0.0 -0.1 -0.2 0.7487
C -1.204 1.486 3.870 0.0 -0.3 0.1 0.3840
C 1.316 2.962 0.037 0.0 0.0 0.2 -0.7299
C 2.876 -2.338 -1.742 0.0 0.0 0.1 0.6951
C -4.809 -2.826 -2.243 0.0 -0.1 0.0 0.3090
C 2.314 -3.113 -3.772 0.0 0.0 0.1 0.3332
C 1.220 2.121 1.314 0.6 -0.2 -0.1 -0.4610
C -4.377 -1.162 -0.802 0.1 -0.3 -0.1 0.5727
C -3.327 -2.816 -1.916 -0.1 -0.1 0.0 -0.4532
C 3.642 -2.388 -3.864 0.0 0.0 0.0 -0.4281
C 2.203 -0.564 3.146 0.0 -0.1 0.1 -0.8046
C 2.284 0.959 1.310 0.2 -0.1 0.0 -0.2603
H -1.210 0.442 3.558 -0.1 0.1 0.0 0.1827
H -2.286 1.729 -1.085 0.2 0.2 0.0 0.3841
H 2.735 -0.204 -0.190 0.0 0.0 0.3 0.1986
H -3.085 -3.609 -1.208 0.0 0.0 0.0 0.2801
H 1.090 2.383 -0.860 0.0 0.1 0.1 0.2301
H -2.675 -2.880 -2.782 0.0 0.2 0.0 0.2663
H 1.458 -2.542 -4.136 0.0 -0.1 -0.1 0.2695
H 2.325 3.382 -0.022 -0.1 -0.2 -0.2 0.6203
H 3.706 -1.679 -4.684 0.0 0.1 0.1 0.2615
H -3.099 0.352 1.019 -0.1 -0.2 0.0 0.2831
H 1.422 -1.176 3.608 0.1 0.1 -0.1 0.2389
H 4.464 -3.103 -3.920 0.0 0.0 0.0 0.2880
H 2.357 0.323 3.772 0.0 -0.1 -0.1 0.3597
H 1.555 2.776 2.118 -0.3 -0.1 0.0 0.6536
H 3.125 1.295 1.944 -0.1 0.0 -0.2 0.3255
H -5.066 -2.392 -3.211 0.0 -0.1 0.0 0.2795
H 3.129 -1.155 3.101 -0.1 0.2 0.0 0.2697